[1]
Molecular formula: C12H16N2O2
Method: DFT, ωB97M-V/def2-TZVPD

Summary:
ΔE to the lowest compared entry with this formula, charge and spin   0.285 eV
Structure (SMILES)   O=C(NCc1ccccc1)N1CCOCC1
Strongest force on any atom   0.45 eV/A
E_tot   -19779.2083 eV
HOMO   -8.82 eV
2S+1   1

Geometry (Å):
O1 -1.116 -1.902 -1.187
O2 -3.701 1.555 -0.177
N1 0.115 -1.138 0.545
N2 -2.178 -0.754 0.461
C1 2.419 -0.641 -0.077
C2 -3.692 0.440 -1.046
C3 3.699 -0.852 0.416
C4 4.367 1.333 -0.315
C5 -3.426 -0.856 -0.277
C6 1.352 -1.697 0.048
C7 3.091 1.553 -0.808
C8 -1.056 -1.288 -0.137
C9 4.669 0.128 0.295
C10 2.125 0.571 -0.692
C11 -2.484 1.667 0.517
C12 -2.190 0.401 1.336
H1 1.117 -2.119 -0.935
H2 -2.990 0.256 2.071
H3 -2.582 2.537 1.170
H4 5.663 -0.050 0.680
H5 -1.246 0.523 1.865
H6 -2.914 0.569 -1.814
H7 5.123 2.098 -0.408
H8 2.852 2.490 -1.289
H9 3.939 -1.791 0.895
H10 -3.344 -1.696 -0.967
H11 0.123 -0.779 1.483
H12 1.131 0.734 -1.083
H13 -4.232 -1.036 0.441
H14 -4.672 0.418 -1.523
H15 -1.657 1.836 -0.192
H16 1.696 -2.508 0.701

---

[2]
Molecular formula: C12H16N2O5
Method: DFT, ωB97M-V/def2-TZVPD

Summary:
ΔE to the lowest compared entry with this formula, charge and spin   5.264 eV
Structure (SMILES)   N[C@@H](Cc1ccc(O)cc1)C(=O)N[C@@H](CO)C(=O)O
Strongest force on any atom   5.14 eV/A
E_tot   -25918.5461 eV
HOMO   -8.65 eV
2S+1   1

Geometry (Å):
O1 0.586 -1.776 0.725
O2 -2.488 1.558 1.479
O3 4.296 -1.303 -0.045
O4 -1.576 -3.166 0.248
O5 -3.444 -2.248 -0.679
N1 -2.363 3.145 -0.803
N2 -1.613 -0.277 0.513
C1 2.934 0.416 -1.123
C2 -1.844 1.064 0.572
C3 -2.089 -2.334 -0.453
C4 3.257 -0.425 -0.066
C5 1.935 1.325 -1.172
C6 0.064 2.708 0.071
C7 2.681 -0.077 1.072
C8 1.757 0.939 1.183
C9 1.283 1.661 0.053
C10 -1.175 -1.140 -0.670
C11 0.232 -1.499 -0.624
C12 -1.322 2.151 -0.454
H1 0.558 3.505 -0.506
H2 0.266 -2.657 1.012
H3 0.430 -2.323 -1.323
H4 2.771 -0.705 2.025
H5 -4.096 -2.495 0.007
H6 -1.940 4.030 -0.648
H7 3.586 0.185 -1.960
H8 0.855 -0.694 -0.845
H9 1.493 1.752 -2.022
H10 -1.121 -0.656 -1.614
H11 1.685 1.385 2.149
H12 -0.078 3.153 1.086
H13 -3.078 3.008 -0.059
H14 4.147 -2.024 0.602
H15 -0.995 1.792 -1.444
H16 -1.927 -0.573 1.416

---

[3]
Molecular formula: C12H16N3
Method: DFT, ωB97M-V/def2-TZVPD

Summary:
ΔE to the lowest compared entry with this formula, charge and spin   4.876 eV
Strongest force on any atom   5.86 eV/A
E_tot   -17163.1715 eV
HOMO   -12.14 eV
Total charge   +1
2S+1   1

Geometry (Å):
N1 2.290 -1.362 3.033
N2 1.103 -1.722 1.178
N3 0.021 2.063 1.304
C1 0.634 1.148 -3.000
C2 -0.534 0.789 -3.646
C3 -1.789 0.470 1.334
C4 0.755 1.173 -1.605
C5 1.617 -0.216 2.707
C6 -0.540 0.918 0.568
C7 0.507 -2.414 0.109
C8 -1.573 0.218 -2.908
C9 0.924 -0.444 1.564
C10 -0.414 0.819 -0.901
C11 -1.502 0.222 -1.518
C12 1.854 -2.270 2.133
H1 -0.513 -1.993 -0.320
H2 0.416 -3.438 0.268
H3 0.966 2.360 0.965
H4 -0.759 2.817 1.166
H5 1.378 1.389 -3.635
H6 0.119 1.729 2.223
H7 2.153 -3.298 2.001
H8 -1.791 0.612 2.449
H9 -1.998 -0.557 1.215
H10 -0.591 0.826 -4.714
H11 -2.302 -0.254 -0.887
H12 1.853 0.720 3.038
H13 1.625 1.439 -1.129
H14 -2.365 -0.464 -3.252
H15 -2.703 0.966 0.936
H16 1.156 -2.244 -0.678

---

[4]
Molecular formula: C12H16N3
Method: DFT, ωB97M-V/def2-TZVPD

Summary:
ΔE to the lowest compared entry with this formula, charge and spin   6.208 eV
Structure (SMILES)   C=C1CC(C)=C[C@@H](C=C=N/[NH+]=C\N)C1=C
Strongest force on any atom   3.90 eV/A
E_tot   -17161.8390 eV
HOMO   -11.74 eV
Total charge   +1
2S+1   1

Geometry (Å):
N1 3.354 -0.015 -0.001
N2 2.735 1.029 -0.619
N3 1.716 -0.675 1.517
C1 -0.479 1.459 -0.404
C2 -1.347 1.123 0.719
C3 0.704 2.328 -0.002
C4 -0.640 -0.964 -0.906
C5 -2.100 -0.853 -0.534
C6 -3.201 -0.114 1.773
C7 0.009 0.341 -1.313
C8 1.898 1.732 -0.020
C9 -2.219 0.086 0.640
C10 1.008 0.456 -2.207
C11 -0.133 -2.228 -1.134
C12 2.853 -0.840 0.913
H1 3.451 -1.647 1.198
H2 -2.941 -0.858 2.475
H3 0.491 3.330 0.406
H4 1.443 -1.371 2.159
H5 1.520 -0.389 -2.485
H6 -2.471 -1.820 -0.189
H7 1.184 1.418 -2.555
H8 -1.277 1.841 1.574
H9 0.846 -2.338 -1.639
H10 -0.780 -3.051 -1.128
H11 4.330 -0.234 -0.436
H12 -4.264 -0.387 1.598
H13 -2.558 -0.528 -1.522
H14 1.137 0.063 0.973
H15 -1.052 2.165 -1.098
H16 -3.219 0.942 2.246

---

[5]
Molecular formula: C12H16N3O12P2PbS2
Method: DFT, ωB97M-V/def2-TZVPD

Summary:
Strongest force on any atom   1.35 eV/A
E_tot   -87248.3685 eV
HOMO   -6.55 eV
Total charge   -1
2S+1   1

Geometry (Å):
Pb1 -0.616 0.091 -0.048
S1 0.508 2.092 -2.246
S2 -0.746 3.910 -2.642
P1 1.555 -2.462 -1.688
P2 3.108 0.200 -1.520
O1 4.002 -2.095 -2.596
O2 0.146 -1.973 -1.723
O3 1.774 -3.804 -2.536
O4 3.963 -0.380 -0.288
O5 -0.333 -3.185 2.805
O6 -0.849 1.951 1.331
O7 2.081 -2.764 -0.241
O8 0.307 -1.540 1.416
O9 -1.380 2.844 3.325
O10 1.749 0.696 -0.981
O11 -3.376 -0.154 -0.460
O12 3.933 1.089 -2.350
N1 2.654 3.032 1.211
N2 0.139 6.589 0.186
N3 -2.203 -0.356 2.087
C1 -2.598 0.948 2.615
C2 -0.402 -2.045 2.394
C3 -1.501 2.009 2.447
C4 0.479 5.511 -0.026
C5 0.392 3.567 -1.411
C6 -3.293 -1.230 1.686
C7 2.305 -1.000 -3.880
C8 -4.174 -0.623 0.631
C9 1.875 3.530 0.529
C10 0.914 4.171 -0.335
C11 2.779 -1.359 -2.471
C12 -1.332 -1.041 3.047
H1 -3.931 -1.508 2.542
H2 3.414 -0.842 0.359
H3 1.306 -0.562 -3.861
H4 -4.857 -1.398 0.279
H5 1.089 -4.451 -2.337
H6 -0.700 -0.287 3.522
H7 1.399 -2.544 0.499
H8 -2.872 0.886 3.673
H9 -3.502 0.791 -0.559
H10 2.273 -1.899 -4.498
H11 4.537 -1.920 -1.811
H12 -3.466 1.318 2.067
H13 3.002 -0.285 -4.312
H14 -1.914 -1.544 3.823
H15 -4.783 0.185 1.039
H16 -2.853 -2.158 1.308

---

[6]
Molecular formula: C12H16N4O4Sr
Method: DFT, ωB97M-V/def2-TZVPD

Summary:
Strongest force on any atom   4.74 eV/A
E_tot   -27671.1485 eV
HOMO   -13.41 eV
Total charge   +2
2S+1   1

Geometry (Å):
Sr1 0.035 0.126 -3.384
O1 -0.164 -3.701 -1.575
O2 -3.808 0.234 -1.717
O3 3.839 -0.126 -1.626
O4 0.178 3.815 -1.317
N1 -1.137 -0.892 2.868
N2 1.246 -0.624 2.901
N3 0.002 0.031 0.747
N4 -0.182 1.305 2.968
C1 2.692 -0.133 -1.744
C2 0.123 -1.424 3.378
C3 0.064 2.730 -1.667
C4 -0.145 1.373 1.451
C5 0.057 0.729 -6.107
C6 -1.118 -0.823 1.357
C7 -0.007 -0.613 -6.168
C8 1.060 0.710 3.462
C9 -0.028 -2.550 -1.553
C10 -1.271 0.447 3.429
C11 -2.655 0.202 -1.741
C12 1.261 -0.549 1.383
H1 0.242 -2.464 3.102
H2 1.477 -1.565 1.026
H3 -2.115 -0.463 1.070
H4 -2.234 0.872 3.177
H5 -0.841 1.342 -6.202
H6 -1.053 1.911 1.142
H7 -1.231 0.376 4.515
H8 -0.962 -1.130 -6.312
H9 0.681 2.060 1.217
H10 1.008 1.258 -6.182
H11 0.894 -1.224 -6.293
H12 -1.084 -1.869 1.024
H13 0.106 -1.386 4.466
H14 1.010 0.631 4.545
H15 1.904 1.346 3.227
H16 2.159 0.035 1.136

---

[7]
Molecular formula: C12H16NO2
Method: DFT, ωB97M-V/def2-TZVPD

Summary:
Strongest force on any atom   6.04 eV/A
E_tot   -18275.8483 eV
<S²>   2.041
HOMO (alpha / beta)   -8.39 / -12.62 eV
Total charge   +1
2S+1   3

Geometry (Å):
O1 2.215 -1.814 1.247
O2 -0.599 -2.352 0.529
N1 -0.038 -0.983 2.725
C1 2.231 0.494 0.244
C2 -2.217 0.579 -3.132
C3 -2.214 -0.342 -0.976
C4 -0.794 -0.524 -1.060
C5 1.481 -0.798 0.719
C6 -2.928 0.282 -2.016
C7 0.131 1.166 1.341
C8 -0.920 0.160 -3.330
C9 -0.137 -0.304 -2.276
C10 0.254 -0.314 1.393
C11 1.198 1.639 0.392
C12 -0.081 -1.099 0.110
H1 -0.451 0.325 -4.365
H2 -0.375 -1.971 2.496
H3 -2.769 0.954 -3.971
H4 0.333 1.637 2.334
H5 -1.008 -2.592 -0.325
H6 0.785 1.707 -0.666
H7 -0.830 1.573 1.158
H8 1.588 2.605 0.527
H9 2.460 0.321 -0.890
H10 0.926 -1.107 3.134
H11 2.255 -2.543 0.611
H12 -2.705 -0.637 -0.132
H13 -0.476 -0.422 3.409
H14 -3.975 0.576 -1.833
H15 1.015 -0.455 -2.392
H16 3.133 0.627 0.855

---

Which of these has the lowest strongest force on any atom?
C12H16N2O2

---

Copy entry 7 word for word.
Molecular formula: C12H16NO2
Method: DFT, ωB97M-V/def2-TZVPD

Summary:
Strongest force on any atom   6.04 eV/A
E_tot   -18275.8483 eV
<S²>   2.041
HOMO (alpha / beta)   -8.39 / -12.62 eV
Total charge   +1
2S+1   3

Geometry (Å):
O1 2.215 -1.814 1.247
O2 -0.599 -2.352 0.529
N1 -0.038 -0.983 2.725
C1 2.231 0.494 0.244
C2 -2.217 0.579 -3.132
C3 -2.214 -0.342 -0.976
C4 -0.794 -0.524 -1.060
C5 1.481 -0.798 0.719
C6 -2.928 0.282 -2.016
C7 0.131 1.166 1.341
C8 -0.920 0.160 -3.330
C9 -0.137 -0.304 -2.276
C10 0.254 -0.314 1.393
C11 1.198 1.639 0.392
C12 -0.081 -1.099 0.110
H1 -0.451 0.325 -4.365
H2 -0.375 -1.971 2.496
H3 -2.769 0.954 -3.971
H4 0.333 1.637 2.334
H5 -1.008 -2.592 -0.325
H6 0.785 1.707 -0.666
H7 -0.830 1.573 1.158
H8 1.588 2.605 0.527
H9 2.460 0.321 -0.890
H10 0.926 -1.107 3.134
H11 2.255 -2.543 0.611
H12 -2.705 -0.637 -0.132
H13 -0.476 -0.422 3.409
H14 -3.975 0.576 -1.833
H15 1.015 -0.455 -2.392
H16 3.133 0.627 0.855